A structure of composition C27H33IN5OS2V at a distorted geometry, computed with the ωB97M-V functional and the def2-TZVPD basis.

Each line ends with the natural charge from an NBO analysis.
Geometry (Å):
V  -0.52  -0.08  -0.28  1.28
S  0.30  -1.65  -1.73  -0.12
C  0.30  -2.54  -0.23  -0.20
S  -0.41  -1.82  1.20  -0.12
C  0.88  -3.78  -0.17  -0.42
C  0.89  -4.53  1.06  0.29
N  0.87  -5.14  2.03  -0.31
C  1.52  -4.35  -1.32  0.29
N  2.03  -4.81  -2.25  -0.32
C  1.67  1.85  4.12  -0.59
C  1.34  0.55  3.37  -0.23
C  1.10  -0.58  4.37  -0.60
C  2.44  0.22  2.37  -0.03
C  3.65  -0.27  2.86  -0.21
C  4.68  -0.62  2.00  -0.19
C  4.52  -0.46  0.64  -0.21
C  3.34  0.05  0.11  -0.03
C  3.26  0.35  -1.38  -0.23
C  3.84  -0.76  -2.25  -0.61
C  3.94  1.69  -1.68  -0.59
C  2.31  0.37  0.99  0.19
N  1.07  0.90  0.43  -0.59
C  0.83  2.17  0.59  0.16
C  -0.43  2.66  0.16  0.02
C  -1.02  3.90  0.19  -0.20
C  -2.29  3.76  -0.38  -0.32
C  -2.45  2.42  -0.72  0.24
N  -1.31  1.73  -0.40  -0.68
C  -3.66  1.80  -1.38  -0.11
C  -4.42  0.94  -0.36  -0.60
C  -4.59  2.89  -1.90  -0.59
C  -3.21  0.94  -2.57  -0.59
H  0.88  2.09  4.83  0.21
H  1.78  2.70  3.44  0.20
H  2.60  1.75  4.67  0.21
H  0.41  0.72  2.82  0.20
H  1.92  -0.64  5.09  0.20
H  1.00  -1.54  3.88  0.23
H  0.18  -0.38  4.94  0.21
H  3.77  -0.41  3.93  0.21
H  5.60  -1.02  2.40  0.22
H  5.34  -0.72  -0.03  0.22
H  2.20  0.45  -1.64  0.21
H  4.93  -0.75  -2.23  0.20
H  3.53  -0.62  -3.29  0.22
H  3.50  -1.75  -1.93  0.23
H  4.98  1.68  -1.35  0.21
H  3.44  2.52  -1.16  0.20
H  3.92  1.90  -2.75  0.21
H  1.58  2.81  1.04  0.21
H  -0.57  4.81  0.57  0.23
H  -3.02  4.54  -0.52  0.23
H  -4.67  1.54  0.52  0.22
H  -3.83  0.08  -0.03  0.22
H  -5.35  0.58  -0.79  0.20
H  -4.99  3.50  -1.09  0.21
H  -5.43  2.44  -2.42  0.21
H  -4.07  3.56  -2.60  0.22
H  -2.61  0.07  -2.27  0.21
H  -2.62  1.53  -3.28  0.22
H  -4.09  0.55  -3.11  0.20
N  -4.43  -2.47  -2.12  -0.81
C  -3.31  -2.71  -1.39  0.68
O  -2.67  -1.84  -0.84  -0.64
C  -2.89  -4.15  -1.26  -0.62
I  -2.03  -4.85  -3.08  0.14
H  -4.72  -1.51  -2.25  0.41
H  -4.89  -3.20  -2.63  0.41
H  -3.72  -4.81  -1.03  0.24
H  -2.11  -4.23  -0.50  0.26

**Kohn-Sham gap (spin up / spin down)**: 7.16 / 7.64 eV
**Spin multiplicity**: 3
**Total charge**: 0
**Largest force on an atom**: 1.25 eV/Å
**LUMO level (spin up / spin down)**: -1.0 / -0.7 eV